(1)
The following is a quantum chemistry calculation of a cluster of 2 separate species, C2H7N3O in total, from the Open Molecules 2025 dataset.

Each line ends with the Mulliken charge.
Atoms and positions in Å:
C  1.4498  -1.6152  0.3837  -0.61
C  -0.8023  2.0200  0.2341  -0.65
N  1.9377  0.7476  -0.1655  -0.56
N  1.4291  -0.2750  -0.2845  0.42
N  -0.6191  1.3555  -0.9817  -0.31
O  -0.6333  -0.0407  -0.7946  -0.31
H  1.3237  -2.3955  -0.3926  0.22
H  2.3517  -1.8751  0.9445  0.32
H  0.4675  -1.4348  0.9271  0.27
H  -1.8543  2.3731  0.3878  0.27
H  -0.2533  2.9212  0.2072  0.29
H  -0.3885  1.4452  1.0568  0.30
H  -0.7149  -0.3637  -1.6936  0.36

Forces on the atoms, in the same order (eV/Å):
C -1.316 0.504 -0.016
C -0.828 -0.238 1.094
N 0.344 0.053 0.602
N 1.913 -1.009 -0.866
N -0.045 -1.457 -1.828
O -2.072 2.006 0.273
H -0.174 0.670 0.334
H -0.259 0.509 0.388
H 1.425 -1.190 -0.025
H 0.452 -0.764 0.098
H 0.847 1.117 -0.262
H -0.413 -0.134 0.519
H 0.126 -0.066 -0.311

Its total charge is 0. For the frontier orbital gap (spin up / spin down), the calculation gives 7.361 / 9.042 eV.



(2)
The following is a quantum chemistry calculation of a cluster of 8 separate species, C19H54F2N4O11S2 in total, from the Open Molecules 2025 dataset.

Each line ends with the Mulliken charge.
Atoms and positions in Å:
N  0.8200  -0.7655  3.9542  -0.10
S  0.1915  0.6188  4.3706  1.10
O  0.9670  1.7864  3.9033  -0.62
O  -0.5045  0.7780  5.6235  -0.63
F  -1.0275  0.5849  3.2828  -0.26
S  1.8187  -0.7559  5.3034  1.05
O  1.2641  -1.2993  6.5567  -0.64
O  2.8746  0.2609  5.3758  -0.59
F  2.6838  -2.0195  4.8395  -0.28
C  -0.2876  1.2630  0.2481  0.41
O  -0.5084  -0.1241  0.0427  -0.99
H  -0.3839  1.9126  -0.6219  0.12
H  -0.8995  1.7608  1.0005  -0.34
H  0.7722  1.3436  0.4895  -0.26
C  -2.0318  -3.7343  -1.8006  -1.44
C  -0.5718  -4.0922  -2.0251  0.44
C  -0.2502  -4.0653  -3.5356  -0.55
O  1.1482  -4.2392  -3.7877  -0.25
C  1.3895  -4.0168  -5.1454  -0.78
N  0.3151  -3.1973  -1.3360  -0.30
H  -2.3378  -3.7147  -0.7546  0.36
H  -2.7045  -4.4461  -2.2792  0.47
H  -2.2555  -2.7210  -2.1342  0.10
H  -0.2696  -5.0988  -1.7360  0.43
H  -0.5543  -3.1170  -3.9787  0.05
H  -0.8539  -4.8529  -3.9865  0.39
H  2.4512  -3.8409  -5.3187  0.27
H  0.8175  -3.2014  -5.5881  0.29
H  1.2044  -4.8709  -5.7969  0.32
H  0.1468  -2.3363  -1.8366  0.30
H  1.1653  -3.5053  -1.7860  0.12
C  4.0190  -2.6692  -1.0183  -1.49
C  3.9803  -3.2261  0.4141  0.59
C  4.0750  -2.1694  1.5353  -1.00
O  2.9185  -1.2628  1.4415  -0.10
C  3.2576  0.0492  1.9239  -0.45
N  2.8223  -4.0668  0.5407  -0.59
H  4.1350  -3.4365  -1.7838  0.44
H  4.8415  -1.9543  -1.0393  0.45
H  3.1492  -2.0654  -1.2770  0.19
H  4.8770  -3.8070  0.6300  0.33
H  5.0032  -1.5996  1.4931  0.46
H  3.9970  -2.6625  2.5043  0.27
H  3.5606  0.0555  2.9709  0.41
H  2.3171  0.5940  1.8416  -0.28
H  3.9334  0.5663  1.2427  0.28
H  3.1607  -4.8404  1.0949  0.28
H  2.7637  -4.5819  -0.3260  0.17
C  -5.3445  2.4001  3.4522  -1.35
C  -4.5615  3.7382  3.7334  0.49
C  -3.2400  3.8500  2.8398  -0.49
O  -2.5447  5.1207  3.0747  -0.41
C  -1.6637  5.5191  2.0047  -0.55
N  -5.4401  4.9147  3.4626  -0.81
H  -5.6398  2.3446  2.4045  0.35
H  -6.2092  2.3614  4.1148  0.37
H  -4.6993  1.5275  3.5540  0.33
H  -4.3007  3.7864  4.7906  0.27
H  -3.4246  3.7493  1.7703  0.33
H  -2.5797  3.0295  3.1205  0.22
H  -0.9092  6.1951  2.4071  0.26
H  -2.1317  6.0440  1.1720  0.29
H  -1.1642  4.6525  1.5718  0.14
H  -4.8725  5.6824  3.7919  0.29
H  -6.1904  4.8515  4.1358  0.25
C  -4.3815  1.1304  -0.4958  -0.87
C  -3.8646  -0.0014  -1.3933  0.10
O  -3.2100  -0.9267  -0.5664  -0.44
H  -4.4118  2.0483  -1.0827  0.36
H  -3.6648  1.3290  0.3011  0.07
H  -5.3354  0.8489  -0.0496  0.33
H  -3.1076  0.2706  -2.1289  -0.13
H  -4.5995  -0.6011  -1.9304  0.36
H  -2.3979  -0.5021  -0.2803  0.22
C  3.1067  2.4360  -1.1563  -0.52
C  4.4949  2.2457  -1.7481  -0.42
O  4.5016  2.0102  -3.1146  -0.54
H  2.6294  3.3713  -1.4486  0.43
H  3.2005  2.5700  -0.0786  0.32
H  2.4379  1.6027  -1.3716  -0.07
H  4.9579  1.3525  -1.3287  0.18
H  5.1983  3.0305  -1.4698  0.32
H  4.6269  1.0595  -3.1595  0.34
C  -0.1710  1.2617  -3.9044  -1.33
C  -0.4663  -0.2310  -3.8228  -0.34
O  0.1508  -0.7811  -2.7045  -0.10
H  -0.6408  1.6499  -4.8080  0.42
H  0.8718  1.5781  -3.8804  0.27
H  -0.5913  1.8226  -3.0696  0.21
H  -0.0622  -0.6093  -4.7618  0.26
H  -1.5308  -0.4649  -3.8064  0.39
H  -0.2254  -0.4850  -1.8724  0.07

Forces on the atoms, in the same order (eV/Å):
N 1.497 0.606 3.522
S -2.728 5.073 -4.015
O -1.239 -1.931 1.045
O 0.554 -0.506 -0.296
F 0.699 -0.156 0.921
S 2.746 -3.355 1.563
O 0.540 1.523 -2.099
O -2.099 -1.021 0.068
F -0.006 -0.158 -0.408
C 0.625 -2.145 -0.403
O -1.210 1.549 -1.043
H -0.308 0.287 -0.984
H -0.176 -0.094 0.622
H 0.324 0.644 0.625
C -0.221 -0.366 0.250
C 0.136 -0.147 -0.775
C -0.670 -0.060 0.463
O -0.737 -0.034 -0.359
C 0.884 -0.241 -0.672
N 0.013 -0.460 -0.315
H 0.462 -0.076 0.144
H -0.084 -0.036 -0.343
H 0.124 0.009 -0.223
H -0.609 -0.453 0.402
H -0.100 0.254 0.073
H 0.107 -0.362 -0.531
H 0.133 0.355 0.370
H -0.059 0.351 0.320
H -0.510 -0.588 0.154
H 0.169 0.674 0.598
H 1.031 0.386 0.652
C 0.399 0.942 0.751
C 0.578 1.137 -0.152
C -2.589 0.801 -0.682
O 2.245 -0.274 0.183
C -1.579 -0.525 -0.551
N 0.030 -1.315 0.357
H 0.170 -0.123 0.104
H 0.369 -0.077 -0.418
H -0.344 -0.235 0.349
H 0.630 -0.247 -0.482
H 0.210 0.004 -0.202
H 0.196 -0.185 0.165
H 0.294 -0.003 -0.069
H 0.002 0.073 0.286
H 0.630 -0.119 0.048
H -0.451 -0.202 1.016
H -0.614 0.276 -0.661
C 1.181 1.094 -0.303
C 0.323 -0.195 -1.547
C -0.317 0.484 1.022
O -0.494 -0.288 -0.589
C -0.090 -0.660 0.501
N 0.557 -0.663 0.019
H -0.346 0.365 -0.001
H -0.008 -0.231 -0.080
H 0.020 0.030 0.552
H 0.497 -0.380 0.049
H -0.509 0.055 -0.037
H 0.157 -0.063 0.082
H -0.049 -0.136 0.248
H -0.658 0.036 0.067
H 0.168 -0.130 0.127
H 0.028 0.542 -0.209
H -0.376 0.045 0.072
C 0.210 0.102 -1.032
C 0.930 -0.764 0.918
O -1.137 -1.122 -0.046
H -0.615 0.247 0.064
H 0.106 -0.270 -0.018
H -0.064 0.258 -0.054
H -0.170 0.935 -0.329
H -0.593 0.448 -0.013
H 1.901 0.133 0.655
C 0.289 0.538 0.332
C -0.024 -0.526 1.657
O 0.103 -0.142 -1.577
H 0.023 -0.014 -0.547
H -0.022 -0.425 0.181
H 0.060 -0.004 0.074
H -0.128 -0.092 0.763
H -0.188 0.517 -0.231
H -0.200 0.092 -0.644
C -0.941 0.805 0.158
C 0.614 1.082 0.387
O 1.052 -0.842 -1.665
H 0.037 0.242 -0.217
H 0.247 -0.694 -0.275
H -0.334 -0.177 0.191
H 0.232 -0.816 0.147
H -0.339 0.313 -0.164
H -0.596 0.818 1.946

Its total charge is -2. For the frontier orbital gap, the calculation gives 5.407 eV.



(3)
The following is a quantum chemistry calculation of the molecule C4H9NO, from the Open Molecules 2025 dataset.

Each line ends with the Mulliken charge.
Atoms and positions in Å:
C  -0.8055  -1.2884  0.8162  -1.42
C  -0.3221  -0.1257  -0.0832  0.72
C  -1.2192  1.1195  0.0552  -1.38
C  1.1269  0.1620  0.3814  0.25
O  1.3669  0.2436  1.5734  -0.60
N  2.1536  0.2678  -0.5332  -0.37
H  -0.9486  -0.9620  1.8530  0.28
H  -0.0188  -2.0298  0.8040  0.36
H  -1.7412  -1.7495  0.4771  0.40
H  -0.3784  -0.4737  -1.1273  0.29
H  -0.8406  1.9331  -0.5703  0.34
H  -2.2614  0.9276  -0.2443  0.37
H  -1.2306  1.4540  1.0983  0.32
H  2.0437  0.2732  -1.5316  0.20
H  3.0850  0.4368  -0.1630  0.23

Forces on the atoms, in the same order (eV/Å):
C -0.124 0.328 -0.066
C -0.313 -0.236 0.110
C 0.186 0.021 0.062
C 0.139 0.060 -0.022
O -0.048 0.121 -0.321
N -0.215 0.020 0.294
H 0.148 0.023 -0.274
H 0.011 -0.476 0.166
H 0.202 0.234 -0.138
H 0.379 0.175 0.203
H -0.075 0.009 0.097
H 0.401 -0.159 0.051
H 0.058 -0.014 -0.167
H -0.261 -0.065 0.090
H -0.489 -0.040 -0.084

Its total charge is 0. For the frontier orbital gap, the calculation gives 10.688 eV.



Energy relative to the best compared isomer or geometry (same formula, charge and spin) readings, ordered: 157.00; 48.80; 3.82 kcal per mole